Below is 2 unconnected molecules or ions with the total composition C5H12N2O2 in a non-equilibrium geometry, with properties calculated with ωB97M-V with the def2-TZVPD basis set.

The geometry in XYZ format:
```
21
Properties=species:S:1:pos:R:3:lowdin_charge:R:1
H -2.19 -2.13 0.60 0.10
H -0.53 -2.59 0.18 0.08
C -1.71 0.43 0.96 -0.11
H 2.90 -1.11 0.96 0.10
H -2.63 0.05 1.44 0.11
N -0.79 -0.68 0.98 0.03
H -0.72 1.84 -3.17 0.07
O 1.05 1.75 0.33 -0.10
C 1.87 -0.84 1.24 -0.10
C -1.25 -1.77 0.16 -0.12
H 2.15 0.78 -1.07 0.14
H -2.06 0.73 -0.03 0.09
H 1.51 -1.63 1.90 0.08
C 1.14 0.87 -0.58 -0.55
N 0.10 0.81 -1.60 0.04
H 0.88 2.52 -2.49 0.09
C 0.10 1.74 -2.46 -0.03
H 1.92 0.06 1.85 0.08
H -1.42 -1.47 -0.88 0.09
O 1.03 -0.64 0.11 -0.17
H -1.33 1.26 1.55 0.09
```

## Properties
HOMO-LUMO gap (spin up / spin down)   0.2570 / 0.2412 Eh
E_LUMO (spin up / spin down)   -0.0446 / -0.0593 Eh
Multiplicity   1
HOMO (spin up / spin down)   -8.2 / -8.2 eV
F_max   3.04 eV/Å
Energy above the lowest of the compared OMol25 structures with the same formula, charge and spin   7.193 eV


Below is a molecular structure, C5H12N2O2 in a non-equilibrium geometry, with properties calculated with ωB97M-V with the def2-TZVPD basis set.

The geometry in XYZ format:
```
21
Properties=species:S:1:pos:R:3:lowdin_charge:R:1
C 0.73 1.34 1.25 -0.47
N 0.25 2.37 0.49 0.18
O -0.04 0.62 1.95 -0.02
O 2.83 1.46 0.17 0.06
C -1.08 -1.82 0.47 -0.18
H 0.92 -0.11 -1.71 0.07
N -0.85 -1.34 -0.83 -0.29
H 2.57 0.35 1.88 0.14
H -2.14 -2.03 0.67 0.07
H -2.76 -0.43 -1.01 0.08
H -0.54 -2.74 0.66 0.07
C -1.70 -0.20 -1.17 -0.14
H -0.66 2.76 0.71 0.12
H -0.66 -0.87 1.35 0.14
H 0.89 2.80 -0.17 0.11
H 1.33 -1.00 -0.26 0.04
H -1.54 0.14 -2.20 0.08
H 1.04 -1.95 -1.69 0.07
H -1.49 0.65 -0.52 0.05
C 0.74 -1.04 -1.17 0.00
C 2.17 1.04 1.12 -0.16
```

## Properties
HOMO-LUMO gap   0.2511 Eh
E_LUMO   -0.0298 Eh
Multiplicity   1
HOMO   -7.6 eV
F_max   4.55 eV/Å
Energy above the lowest of the compared OMol25 structures with the same formula, charge and spin   3.650 eV


Below is 2 unconnected molecules or ions with the total composition C5H12N2O2 in a non-equilibrium geometry, with properties calculated with ωB97M-V with the def2-TZVPD basis set.

The geometry in XYZ format:
```
21
Properties=species:S:1:pos:R:3:lowdin_charge:R:1
C 1.11 0.92 -1.40 -0.04
C 1.07 0.34 0.00 -0.32
H -1.59 -0.72 -1.57 0.08
O 0.96 -1.55 1.32 -0.03
C -1.86 -1.01 -0.53 -0.09
H -1.34 -1.84 -0.11 0.06
H 1.46 2.32 0.98 0.12
C -1.79 0.20 0.27 -0.38
C 1.17 1.20 1.26 -0.02
H -1.74 -0.28 2.19 0.08
H -1.96 1.16 -0.28 0.11
H 1.68 1.95 -1.39 0.11
N -1.72 0.50 1.49 0.07
H -2.97 -1.22 -0.66 0.11
H 0.07 1.07 -1.75 0.07
N 0.97 -0.93 0.25 -0.30
H 1.46 -2.58 -0.46 0.12
H 2.03 0.73 1.70 0.07
H 1.77 0.27 -2.09 0.11
H 0.22 1.30 1.73 0.04
O 0.99 -1.85 -0.96 -0.01
```

## Properties
HOMO-LUMO gap   0.3567 Eh
E_LUMO   0.0294 Eh
Multiplicity   1
HOMO   -8.9 eV
SMILES   CC(C)=[N+]([O-])O.[H]/N=C\C
F_max   3.65 eV/Å
Energy above the lowest of the compared OMol25 structures with the same formula, charge and spin   6.011 eV


Below is a molecular structure, C5H12N2O2Os in a non-equilibrium geometry, with properties calculated with ωB97M-V with the def2-TZVPD basis set.

The geometry in XYZ format:
```
22
Properties=species:S:1:pos:R:3:lowdin_charge:R:1
H 2.65 -1.32 -1.78 0.06
H -2.53 -1.23 -0.33 0.14
H -2.05 0.54 2.26 0.14
C -0.90 0.32 0.49 -0.20
H 1.66 0.27 -2.12 0.06
H -0.60 3.09 1.27 0.13
N 1.37 0.89 0.03 -0.27
C 0.22 1.18 0.68 -0.17
H 1.13 2.86 1.57 0.10
H 2.40 -2.88 -2.13 0.03
H -2.58 1.56 0.89 0.13
C 1.37 -2.60 -1.85 -0.28
H -0.06 2.08 2.63 0.14
C 0.16 2.37 1.59 0.05
H 0.72 -2.62 -2.74 0.08
O 2.39 1.64 0.20 0.13
H -3.02 -0.16 0.95 0.10
Os 1.21 -0.78 -1.04 1.59
O -1.66 -1.71 -0.39 0.06
N -0.66 -0.75 -0.27 -0.16
C -2.21 0.56 1.17 0.06
H 0.98 -3.30 -1.09 0.06
```

## Properties
HOMO-LUMO gap (spin up / spin down)   0.3042 / 0.2454 Eh
E_LUMO (spin up / spin down)   -0.3876 / -0.4457 Eh
Multiplicity   5
HOMO (spin up / spin down)   -18.8 / -18.8 eV
F_max   4.32 eV/Å
Charge   +2


Below is 2 unconnected molecules or ions with the total composition C5H12N2O3 in a non-equilibrium geometry, with properties calculated with ωB97M-V with the def2-TZVPD basis set.

The geometry in XYZ format:
```
22
Properties=species:S:1:pos:R:3:lowdin_charge:R:1
H 1.61 2.05 -1.31 0.12
C 0.58 1.25 0.40 -0.22
H 1.15 0.00 -2.02 0.08
C 0.32 -0.16 -0.04 -0.40
H 0.66 -1.64 -1.58 0.08
H -0.89 -2.81 1.65 0.11
C 0.88 2.37 -0.56 -0.22
H 0.82 3.84 0.73 0.08
H -3.22 -1.36 0.13 0.03
H 0.53 -2.68 0.79 0.11
H -1.98 -2.48 -0.18 0.15
O -2.56 -1.57 -0.54 -0.14
O -1.22 -0.39 1.82 0.05
O 1.45 3.48 0.09 -0.05
C -0.65 -0.91 0.86 -0.44
N 1.58 0.21 0.60 0.13
H 1.57 -0.10 1.57 0.11
H -0.58 -0.42 -2.00 0.09
H 0.04 1.57 1.30 0.15
H -0.05 2.66 -1.09 0.13
N -0.42 -2.33 0.90 0.10
C 0.38 -0.58 -1.49 -0.01
```

## Properties
HOMO-LUMO gap   0.3767 Eh
E_LUMO   0.0218 Eh
Multiplicity   1
HOMO   -9.7 eV
SMILES   C[C@@]1(C(N)=O)N[C@H]1CO.O
F_max   4.87 eV/Å
Energy above the lowest of the compared OMol25 structures with the same formula, charge and spin   2.780 eV


Below is a single C5H12N2S molecule in a non-equilibrium geometry, with properties calculated with ωB97M-V with the def2-TZVPD basis set.

The geometry in XYZ format:
```
20
Properties=species:S:1:pos:R:3:lowdin_charge:R:1
H -1.89 -1.78 0.15 0.03
H 0.76 -2.53 0.46 -0.11
C 1.82 -0.19 1.17 -0.10
H 1.51 -0.81 2.06 0.10
H -2.39 1.03 -0.30 0.11
C 1.14 0.84 -1.06 -0.19
C -0.45 0.60 0.28 -0.36
C 0.84 -0.26 -0.01 -0.77
H -0.39 2.27 -0.97 0.09
S 0.69 -1.89 -0.72 0.81
H -1.50 -0.08 -1.41 0.11
H -0.61 0.80 1.36 0.14
H 2.16 1.21 -1.07 0.10
H 0.87 0.55 -2.11 0.11
N 0.20 1.74 -0.36 0.00
H -3.33 -1.06 0.15 0.06
H 2.74 -0.56 0.83 0.05
N -2.37 -0.92 0.41 0.01
C -1.75 0.17 -0.35 -0.27
H 1.93 0.86 1.49 0.10
```

## Properties
HOMO-LUMO gap   0.3595 Eh
E_LUMO   0.0291 Eh
Multiplicity   1
HOMO   -9.0 eV
SMILES   C[C@]1(S)CN[C@H]1CN
F_max   1.56 eV/Å
Energy above the lowest of the compared OMol25 structures with the same formula, charge and spin   0.583 eV